## P
Here is the molecule C3H4N2O from the Open Molecules 2025 dataset. Energies are from wB97M-V/def2-TZVPD.

Calculated values
SMILES string = Nc1cnco1
frontier orbital gap = 0.374 hartree

The geometry in XYZ format:
```
10
C3H4N2O wB97M-V/def2-TZVPD
N -1.62710 -0.48823 -0.31994
C -0.36704 -0.01468 -0.07693
C 0.65232 -0.79836 0.25430
N 1.80946 -0.04236 0.42566
C 1.38967 1.16320 0.18062
O 0.07844 1.28698 -0.13407
H -2.28515 -0.58313 0.42820
H -1.87711 -0.79635 -1.23944
H 0.27471 -1.81974 0.29014
H 1.95181 2.09266 0.19146
```

=====

## Q
Here is the molecule C3H4N2O from the Open Molecules 2025 dataset. Energies are from wB97M-V/def2-TZVPD.

Calculated values
frontier orbital gap = 0.314 hartree

The geometry in XYZ format:
```
10
C3H4N2O wB97M-V/def2-TZVPD
O -1.33169 -2.01772 -0.27328
C -0.83337 -0.77078 -0.14106
C -1.31174 0.45655 0.00738
N 0.58103 1.47853 0.28469
C 1.19875 0.34377 0.07285
N 0.58864 -0.79648 -0.12892
H -0.48462 -2.51671 -0.26817
H -1.88320 1.34810 0.04087
H 1.20212 2.31026 0.38021
H 2.27408 0.16447 0.02542
```

=====

Taking the most stable structure as the zero point, the relative energies in hartree are P 0.0000; Q 0.1007.

=====

## P
Here is the molecule C3H4N2O from the Open Molecules 2025 dataset. Energies are from wB97M-V/def2-TZVPD.

Calculated values
SMILES string = [H]/N=C/OCC#N
frontier orbital gap = 0.435 hartree

The geometry in XYZ format:
```
10
C3H4N2O wB97M-V/def2-TZVPD
N -0.59187 1.25420 1.20014
C 0.33711 1.32935 0.34797
O 0.69764 0.27092 -0.39744
C -0.10637 -0.87916 -0.16622
C 0.16685 -1.82709 -1.24955
N 0.35191 -2.57041 -2.11400
H -0.75694 2.15168 1.64307
H 0.94719 2.19636 0.08347
H -1.16725 -0.60909 -0.15873
H 0.12175 -1.31675 0.81129
```

=====

## Q
Here is the molecule C3H4N2O from the Open Molecules 2025 dataset. Energies are from wB97M-V/def2-TZVPD.

Calculated values
SMILES string = [H]/N=C/OCC#N
frontier orbital gap = 0.428 hartree

The geometry in XYZ format:
```
10
C3H4N2O wB97M-V/def2-TZVPD
N 2.02450 0.40124 -0.25449
C 1.27694 -0.43068 0.32332
O -0.03689 -0.42969 0.28696
C -0.88775 0.49086 -0.37830
C -2.13917 -0.09050 0.04723
N -3.08671 -0.61365 0.43636
H 2.95304 0.08167 0.00107
H 1.52348 -1.29605 0.95500
H -0.80998 0.38821 -1.46710
H -0.81746 1.49857 0.04993
```

=====

## R
Here is the molecule C3H4N2O from the Open Molecules 2025 dataset. Energies are from wB97M-V/def2-TZVPD.

Calculated values
frontier orbital gap (spin up / spin down) = 0.314 / 0.257 hartree

The geometry in XYZ format:
```
10
C3H4N2O wB97M-V/def2-TZVPD
N -1.65467 0.08743 -0.20414
C -0.49650 -0.44532 0.36651
N -0.20872 -1.69264 0.44793
O 1.73865 -1.20886 -0.32237
C 1.66642 0.05444 -0.11137
C 0.50540 0.57631 0.34749
H -2.19457 0.76728 0.29459
H -2.07841 -0.47553 -0.91265
H 2.52240 0.72821 -0.23334
H 0.20000 1.60869 0.32734
```

=====

Taking the most stable structure as the zero point, the relative energies in hartree are P 0.0000; Q 0.0178; R 0.1312.

=====

## P
Here is a cluster of 2 separate species, C3H4N2O in total from the Open Molecules 2025 dataset. Energies are from wB97M-V/def2-TZVPD.

Calculated values
frontier orbital gap = 0.324 hartree

The geometry in XYZ format:
```
10
C3H4N2O wB97M-V/def2-TZVPD
C 0.25053 -0.67325 1.40841
C -1.26695 -0.59177 -1.54294
C 1.11517 0.33553 1.71347
N -0.55836 -1.52479 1.33847
N 1.33236 1.22243 0.79190
O -0.13210 -0.22489 -1.37617
H -2.22719 -0.47915 -0.96286
H -1.51132 -1.14714 -2.40205
H 1.81634 2.01487 1.19689
H 1.18152 1.06817 -0.16512
```

=====

## Q
Here is the molecule C3H4N2O from the Open Molecules 2025 dataset. Energies are from wB97M-V/def2-TZVPD.

Calculated values
SMILES string = Oc1ncc[nH]1
frontier orbital gap = 0.331 hartree

The geometry in XYZ format:
```
10
C3H4N2O wB97M-V/def2-TZVPD
C -0.93284 -0.15105 -0.04235
C 1.21460 -0.78771 0.02416
C 1.20790 0.66226 -0.02341
H -2.64903 -0.75556 -0.17101
H 2.04241 -1.56577 0.41213
H 2.06699 1.16251 0.23473
H -0.46721 1.71701 -0.30352
N -0.17583 -1.19588 -0.17668
N -0.10776 0.88909 -0.08223
O -2.19922 0.02512 0.12818
```

=====

## R
Here is the molecule C3H4N2O from the Open Molecules 2025 dataset. Energies are from wB97M-V/def2-TZVPD.

Calculated values
SMILES string = Cc1cnno1
frontier orbital gap = 0.402 hartree

The geometry in XYZ format:
```
10
C3H4N2O wB97M-V/def2-TZVPD
C -1.40388 -0.34117 0.03175
C 0.06440 -0.10945 0.04202
C 0.86843 0.91973 -0.32622
N 2.15806 0.54116 -0.04934
N 2.17422 -0.61407 0.44263
O 0.85396 -1.07205 0.52418
H -1.61116 -1.41180 0.08321
H -1.85050 0.06397 -0.87879
H -1.88232 0.14479 0.88716
H 0.62878 1.87888 -0.75660
```

=====

Taking the most stable structure as the zero point, the relative energies in hartree are P 0.0688; Q 0.0033; R 0.0000.

=====

## P
Here is a cluster of 2 separate species, C3H4N2O in total from the Open Molecules 2025 dataset. Energies are from wB97M-V/def2-TZVPD.

Calculated values
frontier orbital gap = 0.376 hartree

The geometry in XYZ format:
```
10
C3H4N2O wB97M-V/def2-TZVPD
O 3.08212 0.27838 -0.26516
C 2.16192 0.17821 -0.93444
N 0.28588 -1.35492 0.35831
C -0.84676 -0.82308 0.15909
C -0.98410 0.66062 0.12648
N 0.03392 1.39846 0.28331
H 0.23086 -2.36946 0.26834
H -1.76518 -1.38680 -0.05405
H -1.99266 1.03679 -0.09387
H -0.20600 2.38181 0.15199
```

=====

## Q
Here is the molecule C3H4N2O from the Open Molecules 2025 dataset. Energies are from wB97M-V/def2-TZVPD.

Calculated values
SMILES string = Nc1ccno1
frontier orbital gap = 0.374 hartree

The geometry in XYZ format:
```
10
C3H4N2O wB97M-V/def2-TZVPD
N -0.73585 1.57620 -0.56762
C 0.00327 0.49087 -0.11545
C -0.18004 -0.80936 -0.45039
C 0.64836 -1.50872 0.45794
N 1.33339 -0.69700 1.22265
O 0.92592 0.58123 0.86852
H -0.29750 2.48247 -0.60603
H -1.65025 1.62174 -0.13569
H -0.78608 -1.15764 -1.26915
H 0.73878 -2.57980 0.59521
```

=====

Taking the most stable structure as the zero point, the relative energies in hartree are P 0.0061; Q 0.0000.

=====

## P
Here is the molecule C3H4N2O from the Open Molecules 2025 dataset. Energies are from wB97M-V/def2-TZVPD.

Calculated values
SMILES string = Oc1ccn[nH]1
frontier orbital gap = 0.333 hartree

The geometry in XYZ format:
```
10
C3H4N2O wB97M-V/def2-TZVPD
O 0.90330 -0.98591 -1.35719
C 0.63726 0.04984 -0.51262
C 0.65046 -0.16099 0.84235
C -0.59997 0.31922 1.24741
N -1.21062 1.00831 0.29255
N -0.41557 0.87434 -0.79271
H 1.62518 -1.51545 -1.00498
H 1.37798 -0.78720 1.33308
H -1.12505 0.04647 2.15092
H -0.58659 1.50034 -1.56846
```

=====

## Q
Here is the molecule C3H4N2O from the Open Molecules 2025 dataset. Energies are from wB97M-V/def2-TZVPD.

Calculated values
SMILES string = Oc1cn[nH]c1
frontier orbital gap = 0.349 hartree

The geometry in XYZ format:
```
10
C3H4N2O wB97M-V/def2-TZVPD
C 0.47023 0.12516 -0.52096
C -0.11358 1.30617 -0.26231
C -0.17837 -0.91820 0.18036
H 1.95299 -1.12209 -1.21439
H 0.05271 2.35820 -0.29172
H -1.69461 -0.58047 1.57486
H 0.07359 -1.91787 0.21549
N -1.08309 1.09951 0.75424
N -1.10223 -0.17207 0.80026
O 1.62236 -0.17835 -1.23582
```

=====

Taking the most stable structure as the zero point, the relative energies in hartree are P 0.0000; Q 0.0026.

=====

## P
Here is the molecule C3H4N2O from the Open Molecules 2025 dataset. Energies are from wB97M-V/def2-TZVPD.

Calculated values
SMILES string = N#C[C@H]1O[C@@H]1N
frontier orbital gap = 0.420 hartree

The geometry in XYZ format:
```
10
C3H4N2O wB97M-V/def2-TZVPD
C -2.13367 0.22314 0.06468
C -0.67808 -0.11901 0.39795
C 0.40999 -0.04201 -0.54222
N -3.24960 0.47857 -0.08906
N 1.69516 0.42879 -0.00846
O -0.17764 -1.29373 -0.23272
H -0.47412 -0.09238 1.58354
H 0.20847 0.23099 -1.52273
H 1.95878 0.11781 0.98375
H 2.44071 0.06781 -0.63472
```

=====

## Q
Here is the molecule C3H4N2O from the Open Molecules 2025 dataset. Energies are from wB97M-V/def2-TZVPD.

Calculated values
SMILES string = N#CC(=O)CN
frontier orbital gap = 0.355 hartree

The geometry in XYZ format:
```
10
C3H4N2O wB97M-V/def2-TZVPD
C 1.44161 0.51620 0.57801
C -0.04374 0.79120 0.71278
C -0.88396 0.05688 -0.24209
N 2.56895 0.35335 0.46079
N -0.17144 -1.02624 -0.91036
O -0.41096 1.52578 1.59075
H -1.35963 0.95459 -0.82921
H -1.77629 -0.64836 0.41306
H 0.64785 -0.61464 -1.29272
H -0.01240 -1.90875 -0.48102
```

=====

## R
Here is a cluster of 2 separate species, C3H4N2O in total from the Open Molecules 2025 dataset. Energies are from wB97M-V/def2-TZVPD.

Calculated values
SMILES string = C=C=O.N#CN
frontier orbital gap = 0.340 hartree

The geometry in XYZ format:
```
10
C3H4N2O wB97M-V/def2-TZVPD
N -0.59483 0.81735 -0.69810
C -0.68693 -0.69758 0.96291
O -1.63985 -0.36149 1.54894
C 0.47145 -1.17084 0.53819
C 0.76014 0.93727 -0.56414
N 1.85953 1.30431 -0.55715
H -1.05309 1.68288 -0.45228
H -0.89558 0.45907 -1.59300
H 1.15955 -1.48589 1.30016
H 0.61961 -1.48508 -0.48553
```

=====

## S
Here is the molecule C3H4N2O from the Open Molecules 2025 dataset. Energies are from wB97M-V/def2-TZVPD.

Calculated values
SMILES string = O=C1CNC=N1
frontier orbital gap = 0.373 hartree

The geometry in XYZ format:
```
10
C3H4N2O wB97M-V/def2-TZVPD
O -1.68027 -1.51107 -0.83542
C -0.81404 -0.89592 -0.26569
C -0.48261 0.55493 -0.61403
N 0.69780 0.77869 0.20736
C 0.93061 -0.37777 0.88288
N 0.16051 -1.38669 0.62306
H -0.35170 0.34384 -1.69648
H -1.26179 1.29812 -0.41178
H 1.08208 1.66761 0.49924
H 1.74854 -0.43901 1.60157
```

=====

Taking the most stable structure as the zero point, the relative energies in hartree are P 0.0692; Q 0.0665; R 0.0844; S 0.0000.